#w
ORCA calculation (the ωB97M-V functional and the def2-TZVPD basis) on 17 unconnected molecules or ions with the total composition H34O17.

Each line ends with the Mulliken charge.
Geometry (Å):
O  -0.4693  -2.3685  0.3856  -0.681
O  -0.5053  -1.1055  3.6306  -0.672
O  -2.8173  -1.7565  1.5066  -0.547
O  3.2147  -0.7135  -0.8214  -0.685
O  2.0407  2.1355  -1.6534  -0.770
O  0.2077  0.1215  -0.4254  1.255
O  1.0087  0.4125  -3.3734  -0.741
O  -1.3003  2.7985  -0.6134  -0.773
O  1.0657  3.5625  0.5176  -0.752
O  1.6107  -1.5855  1.7616  -0.565
O  2.1667  0.7125  3.1286  -0.727
O  -0.8783  0.9395  2.0096  -0.743
O  -0.6043  -1.7755  -2.4384  -0.645
O  -2.9733  0.8605  0.2696  -0.770
O  -1.8913  0.9025  -2.6504  -0.568
O  3.4467  1.2885  0.8206  -0.784
O  -3.1343  -1.3045  -1.5684  -0.663
H  -0.6093  -3.2115  0.7366  0.295
H  -1.1893  -2.0715  -3.1444  0.303
H  -0.6823  1.8525  2.2366  0.233
H  0.1817  0.3745  0.4996  -0.320
H  -1.7523  0.8475  1.5206  0.370
H  -0.1933  -0.7165  -0.5094  0.095
H  -2.1623  -0.0325  -2.5464  0.309
H  2.9887  0.1095  3.2676  0.332
H  -2.2953  -1.7245  -1.4654  0.276
H  3.4447  0.4905  0.2636  0.459
H  -2.5993  -1.9435  2.3906  0.330
H  -0.6203  -1.9725  3.2566  0.260
H  -2.9753  0.1465  -0.3564  0.284
H  3.4777  -0.5995  -1.7334  0.367
H  -2.4643  1.5245  -0.1184  0.553
H  1.6647  1.4275  -2.1284  0.363
H  1.4707  0.0325  3.0036  0.381
H  1.4617  -2.3735  2.2466  0.263
H  2.3227  -0.5235  -0.8924  0.262
H  -0.2873  -2.5785  -2.0224  0.219
H  -2.7633  1.3465  -2.7844  0.312
H  1.3447  2.9865  -0.2284  0.496
H  -0.6383  3.1025  0.0216  0.427
H  2.0897  -1.8835  0.9856  0.270
H  2.8337  0.9225  1.4856  0.319
H  1.3187  3.1135  1.3206  0.305
H  -3.7413  -1.9945  -1.3704  0.280
H  -0.9753  2.0945  -1.1594  0.251
H  0.3577  -0.0115  -2.8394  0.206
H  -1.9843  -1.6645  1.1116  0.160
H  2.7027  1.7325  -1.1264  0.334
H  0.2917  -1.8845  0.7726  0.068
H  0.5077  0.3795  -4.1764  0.342
H  -0.7143  -0.4235  2.9966  0.426

Charge: 0
Kohn-Sham gap, eV: 9.561
Spin multiplicity: 1


#x
ORCA calculation (the ωB97M-V functional and the def2-TZVPD basis) on 17 unconnected molecules or ions with the total composition H34O17.

Each line ends with the Mulliken charge.
Geometry (Å):
O  8.5430  -11.4106  26.0728  -0.652
O  9.5182  -6.7794  26.2550  1.415
O  11.2302  -4.5018  25.5930  -0.681
O  7.9598  -9.0548  28.0710  -0.613
O  5.9696  -8.7319  26.4463  -0.658
O  10.5923  -9.9671  28.7294  -0.635
O  10.1582  -4.9540  28.2748  -0.633
O  11.9442  -7.2995  27.6906  -0.697
O  9.2765  -9.0641  24.9876  -0.654
O  7.2224  -7.5795  23.3536  -0.711
O  8.1108  -4.1895  26.0800  -0.723
O  6.6951  -6.2132  28.1967  -0.507
O  8.2424  -5.1262  23.3885  -0.751
O  9.8433  -7.3266  22.8527  -0.528
O  12.7135  -9.7864  26.7924  -0.648
O  6.1427  -6.0771  25.3836  -0.773
O  12.1496  -6.7838  24.3145  -0.660
H  8.6943  -4.9128  25.9864  0.037
H  8.4156  -8.4486  28.5797  0.291
H  6.8314  -8.5837  26.7399  0.207
H  10.2956  -7.2553  22.0167  0.238
H  9.1166  -5.4452  23.6363  0.328
H  5.7574  -7.8100  26.3224  0.454
H  11.7930  -6.0623  24.7819  0.220
H  11.4655  -10.2846  28.6063  0.320
H  11.9515  -3.9631  25.8879  0.257
H  6.2941  -5.7290  28.8774  0.226
H  10.4898  -7.4055  23.5639  0.302
H  10.3941  -6.9903  26.6200  -0.073
H  12.5256  -9.5940  25.8417  0.271
H  12.6472  -8.8671  27.1345  0.403
H  7.5078  -6.6388  28.4262  0.206
H  6.5445  -6.7244  24.8060  0.415
H  9.3185  -7.6464  25.9122  -0.237
H  7.6390  -5.8257  23.4878  0.432
H  10.4446  -9.6059  27.8758  0.292
H  8.4459  -9.8273  28.3805  0.239
H  6.8346  -5.8306  25.9435  0.295
H  8.6857  -10.4614  26.0154  0.414
H  10.9433  -4.5416  28.6422  0.308
H  8.8276  -9.3470  24.1551  0.285
H  7.6225  -4.1059  25.2581  0.406
H  10.6828  -4.6481  26.3726  0.245
H  13.0461  -6.5778  24.4818  0.357
H  7.7535  -11.6220  26.5670  0.331
H  12.7213  -6.7308  27.4661  0.268
H  8.1842  -7.3828  23.1842  0.360
H  10.1921  -9.1735  24.7962  0.193
H  6.8590  -7.3753  22.4683  0.304
H  10.2304  -5.8758  28.2460  0.216
H  12.0026  -7.3950  28.5905  0.299

Charge: 0
Kohn-Sham gap, eV: 8.400
Spin multiplicity: 1


#y
ORCA calculation (the ωB97M-V functional and the def2-TZVPD basis) on 17 unconnected molecules or ions with the total composition H34O17.

Each line ends with the Mulliken charge.
Geometry (Å):
O  0.1429  -1.7895  -1.6857  -0.713
O  -0.7751  -1.3745  3.1453  -0.720
O  -3.6831  0.2005  -0.0627  -0.799
O  2.2029  0.1545  -1.8887  -0.423
O  -1.9931  1.3275  2.2043  -0.714
O  4.3919  -0.0145  0.2843  -0.612
O  -2.0571  -3.3705  -1.4177  -0.704
O  -2.2871  0.3605  -2.4297  -0.696
O  -2.2501  -1.7275  0.7583  -0.794
O  2.5729  1.9885  1.3383  -0.617
O  0.8699  0.6315  3.2493  -0.709
O  1.0909  2.7275  -1.4497  -0.697
O  0.2079  0.6965  -3.8287  -0.702
O  0.3339  -3.4955  0.9653  -0.599
O  -0.2491  0.4335  -0.1137  1.738
O  1.8529  -1.1415  0.9283  -0.718
O  -1.8191  2.7205  -0.1377  -0.760
H  -2.8371  0.2445  -1.6527  0.283
H  -2.8431  -0.9805  0.6163  0.405
H  -1.0821  1.3375  2.4113  0.250
H  2.5479  -1.3875  0.3123  0.332
H  -0.6221  0.7125  -3.3287  0.423
H  0.8359  1.5445  3.5333  0.267
H  -0.1161  -3.7415  1.7673  0.354
H  -2.2681  1.2695  -2.6427  0.288
H  0.6809  -2.6345  1.0733  0.358
H  1.6779  0.3465  3.5393  0.261
H  2.1979  -1.0445  1.8183  0.233
H  0.8299  0.5685  -3.1607  0.383
H  1.0909  2.4175  -0.5107  0.260
H  0.4999  0.1285  0.3613  -0.484
H  -0.2941  -0.5315  3.0943  0.365
H  -3.0631  0.5605  0.5923  0.366
H  -0.5651  -0.2835  -0.6247  -0.131
H  -1.1781  -2.9555  -1.4717  0.478
H  1.9839  3.0805  -1.5247  0.274
H  -1.3571  2.0035  -0.5267  0.112
H  2.9379  0.1395  -2.4857  0.248
H  1.7759  1.6655  1.6843  0.247
H  -2.1121  -2.1125  -0.1267  0.309
H  -1.9151  2.0365  1.5423  0.415
H  2.4679  2.9315  1.3753  0.316
H  -4.4851  0.0735  0.4283  0.308
H  0.2419  -1.8715  -2.6227  0.304
H  -1.1561  3.3875  -0.0337  0.339
H  2.1649  1.0945  -1.8127  0.241
H  -2.5601  -3.0255  -2.1597  0.308
H  1.1059  -1.6615  -1.4307  0.136
H  4.6299  -0.4265  -0.5317  0.342
H  -1.2371  -1.3035  2.3193  0.366
H  3.4699  0.0925  0.3203  0.282

Charge: 0
Kohn-Sham gap, eV: 9.252
Spin multiplicity: 1


Which structure is most stable? #w, by 0.890 eV over the runner-up.


#w
ORCA calculation (the ωB97M-V functional and the def2-TZVPD basis) on CH2OS2 in the gas phase.

Each line ends with the Mulliken charge.
Geometry (Å):
S  -3.3894  -0.1372  1.8800  -0.215
S  -1.4693  -0.5582  1.2478  0.634
O  -0.9943  -1.7566  1.8997  -0.475
C  -0.3029  -0.1613  0.0396  -0.554
H  -0.3914  0.8028  -0.4058  0.315
H  0.6321  -0.6568  0.1845  0.295

Charge: 0
SMILES: C=S(=O)=S
Kohn-Sham gap (spin up / spin down), eV: 8.238 / 8.237
Spin multiplicity: 1


#x
ORCA calculation (the ωB97M-V functional and the def2-TZVPD basis) on CH2OS2 in the gas phase.

Each line ends with the Mulliken charge.
Geometry (Å):
S  1.5069  -0.1188  -1.2104  -0.297
S  -0.8475  1.0374  0.4206  -0.269
O  -0.1307  -1.4834  0.1058  -0.396
C  0.2254  -0.2396  -0.3344  0.479
H  0.0631  2.2040  0.2658  0.201
H  -0.8172  -1.3995  0.7526  0.282

Charge: 0
SMILES: OC(=S)S
Kohn-Sham gap, eV: 9.191
Spin multiplicity: 1


Which structure is most stable? #x, by 2.555 eV over the runner-up.


#w
ORCA calculation (the ωB97M-V functional and the def2-TZVPD basis) on a molecular structure, CH2OS2.

Each line ends with the Mulliken charge.
Geometry (Å):
S  -0.9359  -0.1958  -1.0195  -0.136
S  -0.1424  2.2238  -0.0068  -0.247
O  1.0601  -0.0573  0.6804  -0.508
C  0.0800  0.5626  -0.0094  0.383
H  -0.0424  -1.2538  1.5755  0.336
H  -0.0194  -1.2796  -1.2203  0.172

Charge: 0
Kohn-Sham gap, eV: 5.636
Spin multiplicity: 1


#x
ORCA calculation (the ωB97M-V functional and the def2-TZVPD basis) on CH2OS2 in the gas phase.

Each line ends with the Mulliken charge.
Geometry (Å):
S  1.4103  0.9785  0.1345  -0.287
S  -0.7270  -0.2161  -1.3124  -0.202
O  -0.3920  -0.8626  1.1097  -0.433
C  0.0317  0.0383  0.2127  0.386
H  0.0238  -0.6618  2.0197  0.366
H  -0.3468  0.7238  -2.1641  0.171

Charge: 0
SMILES: OC(=S)S
Kohn-Sham gap, eV: 8.745
Spin multiplicity: 1


Which structure is most stable? #x, by 4.438 eV over the runner-up.